Entry 1:
{"formula": "C16H23Cl2N3O4S", "method": "ωB97M-V with the def2-TZVPD basis set", "species": ["C", "N", "C", "C", "O", "N", "C", "C", "C", "N", "C", "C", "O", "C", "C", "S", "O", "O", "C", "C", "C", "Cl", "C", "C", "C", "Cl", "H", "H", "H", "H", "H", "H", "H", "H", "H", "H", "H", "H", "H", "H", "H", "H", "H", "H", "H", "H", "H", "H", "H"], "coordinates": [[0.787904, 1.695914, 1.756652], [-0.276402, 0.719096, 1.727100], [-1.601511, 1.185488, 1.384558], [-1.661619, 1.645496, -0.083768], [-1.556064, 2.815868, -0.394881], [-1.820941, 0.644401, -0.958510], [-1.782290, 0.869138, -2.389137], [-1.311288, -0.363098, -3.154636], [0.031431, -0.978503, -2.705291], [1.222621, -0.165705, -2.769147], [1.496128, 0.695108, -1.637336], [2.958826, 1.137555, -1.724255], [3.218001, 1.812447, -2.934585], [2.919683, 0.987996, -4.036436], [1.457696, 0.532997, -4.014259], [0.025368, -0.892091, 1.612090], [1.431653, -1.114681, 1.507855], [-0.832007, -1.478297, 0.613523], [-0.580853, -1.516688, 3.192148], [-1.696953, -2.330778, 3.192081], [-2.192835, -2.812979, 4.394672], [-3.584077, -3.822143, 4.399405], [-1.569873, -2.485054, 5.592857], [-0.451803, -1.672324, 5.587064], [0.043351, -1.182240, 4.383651], [1.421197, -0.172355, 4.364698], [0.728419, 2.284579, 2.675592], [0.724132, 2.366118, 0.897967], [1.732405, 1.159171, 1.724027], [-2.299337, 0.366607, 1.561317], [-1.853652, 2.033783, 2.027843], [-1.764155, -0.310198, -0.626934], [-1.138570, 1.733223, -2.577696], [-2.789759, 1.137982, -2.734426], [-1.250810, -0.094836, -4.211141], [-2.066459, -1.146650, -3.056081], [0.206975, -1.847324, -3.352243], [-0.053455, -1.345285, -1.680298], [1.342719, 0.128981, -0.716823], [0.862235, 1.597919, -1.621657], [3.201773, 1.839865, -0.925046], [3.605807, 0.251798, -1.644913], [3.130091, 1.581742, -4.927984], [3.570068, 0.100347, -4.022939], [1.275567, -0.149382, -4.847144], [0.811077, 1.420698, -4.128651], [-2.153304, -2.583763, 2.248402], [-1.959058, -2.867357, 6.523176], [0.041948, -1.412589, 6.509538]], "forces_ev_per_angstrom": [[0.50, 0.17, 0.04], [0.23, -0.94, -0.24], [-0.30, 0.11, -0.12], [-0.19, -0.20, 0.48], [0.04, 0.34, 0.02], [0.01, -0.42, -0.41], [-0.10, 0.20, -0.26], [0.27, 0.09, 0.30], [-0.25, -0.09, -0.18], [0.03, 0.15, 0.00], [0.37, 0.13, -0.02], [-0.26, -0.09, 0.34], [-0.01, 0.17, -0.01], [-0.23, -0.11, -0.32], [0.38, 0.05, 0.08], [-0.22, 0.18, 0.43], [0.03, 0.11, 0.10], [-0.21, -0.06, 0.29], [0.21, 0.12, -0.48], [-0.15, -0.15, 0.02], [0.38, 0.28, 0.01], [-0.24, -0.17, 0.00], [-0.12, -0.07, -0.20], [0.12, 0.12, -0.29], [-0.23, -0.23, 0.15], [0.40, 0.30, 0.45], [0.03, -0.02, -0.06], [-0.04, -0.05, -0.03], [0.08, 0.19, 0.05], [-0.17, 0.15, 0.02], [-0.01, -0.11, -0.11], [-0.03, 0.22, 0.07], [-0.07, -0.10, 0.00], [0.18, 0.06, -0.03], [-0.10, -0.04, -0.02], [-0.05, -0.07, -0.11], [-0.10, -0.04, 0.11], [0.02, -0.08, -0.09], [0.03, 0.05, -0.02], [-0.02, -0.01, 0.05], [0.00, -0.06, 0.01], [-0.04, 0.05, 0.03], [-0.01, -0.08, 0.01], [-0.06, 0.05, -0.04], [-0.01, 0.03, -0.06], [-0.01, -0.05, -0.05], [-0.12, -0.08, -0.03], [-0.05, -0.04, 0.07], [0.06, 0.04, 0.08]], "nbo_charge": [-0.42, -0.69, -0.30, 0.66, -0.63, -0.63, -0.23, -0.43, -0.21, -0.46, -0.26, -0.07, -0.52, -0.07, -0.25, 2.35, -0.92, -0.97, -0.37, -0.15, -0.07, 0.03, -0.19, -0.21, -0.02, 0.06, 0.20, 0.22, 0.24, 0.22, 0.23, 0.43, 0.22, 0.20, 0.21, 0.21, 0.19, 0.21, 0.21, 0.17, 0.19, 0.17, 0.19, 0.16, 0.20, 0.17, 0.25, 0.24, 0.24], "smiles": "CN(CC(=O)NCCCN1CCOCC1)S(=O)(=O)c1cc(Cl)ccc1Cl", "homo_ev": -8.2, "charge": 0}

Entry 2:
{"formula": "C16H23Cl2NTeV", "method": "ωB97M-V with the def2-TZVPD basis set", "species": ["V", "Cl", "C", "Cl", "H", "H", "C", "C", "C", "C", "C", "N", "H", "H", "H", "H", "H", "H", "H", "H", "H", "C", "C", "C", "C", "C", "C", "C", "C", "C", "C", "H", "H", "H", "H", "H", "H", "H", "H", "H", "H", "H", "H", "Te"], "coordinates": [[0.103740, 0.574329, -0.181558], [-1.636417, 0.996745, 2.710592], [-1.184524, 1.720621, 1.070456], [0.032172, 2.224539, -1.871728], [-0.655822, 2.641801, 1.331699], [-2.144569, 2.015044, 0.636992], [5.109765, 1.473315, 1.552039], [4.061738, 0.737998, 0.720132], [3.970772, 1.343607, -0.680534], [4.424648, -0.746339, 0.617532], [2.694854, 0.793539, 1.435954], [1.664116, 0.647751, 0.794771], [6.098201, 1.399038, 1.083636], [5.159769, 1.049656, 2.557854], [4.852245, 2.531119, 1.648820], [4.941455, 1.284638, -1.188097], [3.668502, 2.392481, -0.629425], [3.223472, 0.813822, -1.273353], [5.409691, -0.861906, 0.149888], [3.679027, -1.274274, 0.019822], [4.456677, -1.202293, 1.610921], [-2.495736, -0.640209, -2.118576], [-2.208372, -1.514716, -0.898097], [-3.203965, -1.111050, 0.204162], [-0.776711, -1.268329, -0.385312], [-2.410599, -2.998883, -1.206857], [-2.354231, -3.937814, -0.173540], [-2.521656, -5.291974, -0.409017], [-2.750511, -5.757166, -1.698942], [-2.795985, -4.843006, -2.738823], [-2.627279, -3.484744, -2.493921], [-2.409939, 0.411421, -1.837379], [-3.507310, -0.814336, -2.503120], [-1.765346, -0.816191, -2.909875], [-3.129158, -0.040703, 0.389829], [-2.989186, -1.609342, 1.150146], [-4.230931, -1.352497, -0.093420], [-0.620105, -1.819160, 0.549428], [-2.147874, -3.598421, 0.833879], [-2.460751, -5.991504, 0.417606], [-2.873782, -6.817447, -1.889108], [-2.948327, -5.186119, -3.756509], [-2.639688, -2.796262, -3.326959], [0.860133, -1.751215, -1.720217]], "forces_ev_per_angstrom": [[0.82, -0.03, 0.44], [0.00, 0.01, 0.00], [-0.04, -0.08, -0.05], [0.00, 0.00, 0.00], [0.01, -0.01, -0.02], [-0.01, 0.00, 0.01], [-0.01, 0.01, 0.01], [-0.12, -0.03, -0.05], [0.03, 0.00, 0.01], [0.00, 0.02, 0.01], [0.29, 0.04, 0.22], [-0.91, -0.06, -0.58], [0.00, 0.00, 0.00], [0.00, 0.00, 0.00], [0.00, 0.00, 0.00], [0.00, 0.00, 0.00], [-0.01, 0.00, -0.01], [-0.01, 0.01, 0.00], [0.00, 0.00, 0.00], [0.00, 0.00, 0.00], [0.00, 0.00, 0.00], [0.00, 0.00, 0.00], [0.01, 0.00, -0.01], [0.00, 0.01, 0.00], [-0.05, 0.07, 0.06], [0.01, 0.00, -0.01], [0.00, 0.00, 0.01], [0.00, 0.00, 0.00], [0.00, 0.00, 0.00], [0.00, 0.00, 0.00], [-0.01, 0.00, 0.01], [0.00, 0.00, 0.01], [0.00, 0.01, 0.00], [0.00, 0.00, 0.00], [0.00, 0.00, 0.00], [0.00, -0.01, 0.00], [0.00, 0.00, 0.00], [0.02, 0.01, 0.00], [0.00, 0.00, 0.00], [0.00, 0.00, 0.00], [0.00, 0.00, 0.00], [0.00, 0.00, 0.00], [0.00, 0.00, 0.00], [-0.03, 0.05, 0.00]], "nbo_charge": [1.01, -0.20, -0.78, -0.60, 0.19, 0.17, -0.59, -0.14, -0.61, -0.61, 0.04, -0.60, 0.18, 0.20, 0.20, 0.17, 0.20, 0.25, 0.18, 0.25, 0.20, -0.62, -0.14, -0.59, -0.77, 0.04, -0.15, -0.24, -0.25, -0.22, -0.21, 0.23, 0.18, 0.24, 0.22, 0.20, 0.18, 0.20, 0.20, 0.19, 0.19, 0.19, 0.22, -0.39], "homo_ev": [0.2, 0.2], "s2": 0.80, "de_lowest_ev": 0.0000, "charge": -2, "spin_multiplicity": 2}

Entry 3:
{"formula": "C16H23Cl4FO3", "method": "ωB97M-V with the def2-TZVPD basis set", "species": ["Cl", "C", "Cl", "Cl", "Cl", "F", "C", "C", "C", "C", "C", "C", "H", "H", "H", "H", "H", "C", "C", "C", "O", "H", "H", "H", "H", "H", "H", "C", "C", "C", "O", "H", "H", "H", "H", "H", "H", "C", "C", "C", "O", "H", "H", "H", "H", "H", "H"], "coordinates": [[-0.666148, 5.409468, 1.217484], [-1.305090, 4.191515, 0.087415], [-2.917384, 4.716854, -0.407476], [-0.281262, 3.964185, -1.293239], [-1.421391, 2.695550, 0.986329], [1.576799, -3.856829, -8.296266], [1.975938, -2.649281, -7.916198], [2.808792, -2.594407, -6.795031], [3.183016, -1.350473, -6.261528], [2.810283, -0.171711, -6.947323], [1.943589, -0.221631, -8.061817], [1.535415, -1.462653, -8.534932], [3.012845, -3.564195, -6.365763], [3.921604, -1.223874, -5.483801], [3.142443, 0.719694, -6.435997], [1.691698, 0.658212, -8.635255], [0.835052, -1.461712, -9.357055], [-2.118957, -5.367269, 6.948440], [-0.985976, -5.435865, 5.974012], [-0.434604, -4.187814, 5.397729], [-0.617605, -6.503220, 5.531832], [-1.997698, -6.145530, 7.701900], [-3.121167, -5.519105, 6.547653], [-2.132379, -4.349973, 7.339637], [0.386687, -4.033584, 6.097589], [-1.072327, -3.303845, 5.394363], [-0.114676, -4.375148, 4.372716], [-3.309127, -2.753441, -3.355610], [-4.373945, -3.524920, -4.131723], [-3.830660, -4.423223, -5.269798], [-5.552560, -3.509238, -3.747629], [-3.877158, -2.396580, -2.496484], [-2.933690, -1.892337, -3.908464], [-2.482332, -3.341891, -2.957818], [-4.668667, -4.909179, -5.769504], [-3.135511, -5.189428, -4.926579], [-3.347298, -3.732671, -5.960890], [3.590178, 8.283775, 5.934583], [3.171248, 7.820774, 7.378127], [1.781117, 7.981190, 7.830406], [4.047873, 7.430754, 8.097495], [4.378179, 9.036856, 5.929759], [2.696514, 8.712193, 5.480799], [3.923125, 7.487492, 5.268859], [1.027890, 7.556779, 7.166610], [1.658213, 9.061849, 7.758595], [1.599114, 7.723886, 8.873850]], "forces_ev_per_angstrom": [[0.23, 0.14, -0.29], [-0.38, 0.35, 0.73], [-0.06, -0.04, -0.18], [0.34, 0.14, -0.38], [-0.13, -0.59, 0.13], [-0.36, -0.36, -0.63], [0.39, 2.06, 1.04], [-0.65, 0.29, -0.18], [0.00, 0.23, -1.93], [-0.60, -0.97, 0.63], [1.35, -0.54, 0.85], [-0.10, -0.65, 0.08], [0.43, 0.10, 0.31], [-0.26, -0.39, 0.37], [-0.07, 0.48, -0.60], [-0.20, 0.14, 0.25], [0.06, -0.39, -0.18], [0.07, 0.55, 0.83], [-1.75, -1.34, -1.75], [0.31, 0.45, 0.06], [0.36, -0.06, 0.46], [0.09, 0.27, 0.20], [0.25, -0.12, -0.67], [-0.09, -0.16, 0.63], [0.54, 0.64, -0.39], [-0.16, -0.18, 0.34], [0.38, -0.04, 0.29], [-1.14, 0.37, 0.52], [-0.83, -1.32, 1.01], [-1.30, 0.87, 0.27], [2.47, 0.03, -1.31], [0.26, 0.33, 0.10], [0.10, -0.11, -0.11], [0.00, -0.24, -0.47], [0.06, 0.03, -0.02], [0.10, 0.29, 0.19], [0.28, -0.25, -0.17], [-1.45, 0.09, 0.37], [1.98, -0.18, -1.52], [-0.90, 0.85, 0.02], [0.38, -0.39, 0.80], [-0.06, -0.06, 0.44], [0.09, 0.19, -0.32], [-0.04, -0.32, 0.43], [0.13, -0.13, -0.03], [-0.41, 0.29, 0.01], [0.29, -0.33, -0.20]], "nbo_charge": [0.04, -0.24, 0.06, 0.08, 0.06, -0.32, 0.40, -0.28, -0.20, -0.23, -0.20, -0.29, 0.23, 0.22, 0.21, 0.22, 0.23, -0.72, 0.58, -0.72, -0.55, 0.24, 0.25, 0.21, 0.24, 0.22, 0.24, -0.74, 0.60, -0.72, -0.54, 0.24, 0.23, 0.23, 0.23, 0.24, 0.23, -0.72, 0.59, -0.72, -0.54, 0.24, 0.20, 0.24, 0.23, 0.23, 0.24], "smiles": "ClC(Cl)(Cl)Cl.Fc1ccccc1.CC(C)=O.CC(C)=O.CC(C)=O", "homo_ev": -9.3, "de_lowest_ev": 0.0599, "charge": 0}

Entry 4:
{"formula": "C16H23ClN6Tc", "method": "ωB97M-V with the def2-TZVPD basis set", "species": ["Tc", "C", "C", "C", "C", "C", "C", "H", "H", "H", "H", "H", "H", "H", "H", "H", "C", "C", "C", "C", "C", "C", "C", "C", "N", "H", "H", "H", "H", "H", "H", "H", "H", "H", "Cl", "C", "H", "H", "N", "N", "N", "C", "N", "N", "H", "H", "H"], "coordinates": [[-0.445112, -0.622287, 0.254241], [-5.087713, 1.454795, -1.622982], [-3.705072, 1.697003, -2.242439], [-3.697093, 1.185842, -3.688467], [-3.394105, 3.198715, -2.225254], [-2.695282, 0.969180, -1.459634], [-1.852556, 0.373344, -0.816060], [-5.847932, 1.981991, -2.202835], [-5.121130, 1.818406, -0.595941], [-5.330156, 0.392444, -1.615744], [-4.461089, 1.703989, -4.271845], [-3.899881, 0.115695, -3.720823], [-2.727386, 1.362193, -4.154651], [-4.141557, 3.745146, -2.804519], [-2.411549, 3.393666, -2.655427], [-3.399117, 3.579876, -1.204184], [-1.999718, 1.643449, 2.982226], [-2.286565, 0.294909, 3.569435], [-3.033647, 0.160751, 4.735535], [-3.311471, -1.089465, 5.263734], [-2.857478, -2.240915, 4.634854], [-2.119006, -2.156056, 3.462295], [-1.632992, -3.376523, 2.739301], [-1.843321, -0.880181, 2.954604], [-1.112491, -0.778299, 1.771866], [-2.185044, 2.426766, 3.716314], [-2.629607, 1.828903, 2.109575], [-0.966953, 1.714821, 2.639805], [-3.395424, 1.050990, 5.235078], [-3.888451, -1.169496, 6.175901], [-3.082584, -3.215035, 5.049913], [-1.929203, -4.282440, 3.265319], [-0.546393, -3.372290, 2.636768], [-2.035438, -3.413427, 1.725320], [0.023704, -3.817217, -0.855899], [-0.730590, -2.164100, -1.102078], [-1.769717, -2.377545, -1.336908], [-0.266288, -1.767362, -2.018133], [4.557278, -0.172076, 2.224690], [3.587601, -0.683852, 1.376355], [3.832499, -1.699623, 0.580368], [2.632489, -1.903216, 0.058150], [1.732542, -1.039221, 0.540148], [2.372413, -0.249470, 1.392946], [5.444518, -0.332472, 1.762547], [4.376197, 0.822410, 2.305873], [2.391597, -2.677318, -0.648582]], "forces_ev_per_angstrom": [[0.96, 0.20, -0.90], [-0.01, 0.00, 0.01], [0.01, -0.01, 0.01], [0.00, 0.01, -0.02], [0.00, 0.01, -0.01], [0.03, 0.04, -0.05], [0.10, -0.11, 0.16], [-0.02, 0.01, 0.00], [0.01, 0.00, 0.02], [0.01, -0.02, -0.01], [-0.01, 0.01, -0.01], [-0.01, -0.02, 0.01], [0.01, 0.00, 0.00], [-0.01, 0.01, -0.01], [0.01, 0.00, -0.01], [0.00, 0.00, 0.02], [0.01, 0.01, -0.04], [-0.14, -0.02, 0.20], [0.08, 0.00, -0.05], [-0.03, -0.06, 0.06], [0.05, 0.09, -0.07], [-0.06, -0.03, 0.15], [-0.01, 0.02, -0.02], [0.20, -0.26, -0.56], [-0.67, 0.20, 1.24], [-0.02, 0.00, 0.00], [0.02, -0.02, -0.03], [0.01, -0.01, 0.01], [0.00, 0.01, 0.00], [-0.01, 0.00, 0.01], [-0.01, -0.01, 0.02], [0.00, -0.01, 0.01], [0.01, 0.00, 0.00], [0.01, 0.00, -0.01], [0.06, 0.15, 0.07], [-0.11, -0.14, -0.03], [0.04, -0.01, 0.01], [-0.05, -0.07, -0.05], [-0.11, 0.00, -0.12], [0.03, 0.07, 0.14], [-0.10, 0.08, 0.00], [-0.10, -0.20, -0.10], [-0.42, 0.21, -0.05], [0.13, -0.16, -0.09], [0.08, 0.02, 0.03], [0.05, 0.03, 0.07], [0.00, -0.03, 0.00]], "nbo_charge": [0.89, -0.58, -0.18, -0.58, -0.58, 0.05, -0.44, 0.20, 0.21, 0.21, 0.20, 0.21, 0.21, 0.20, 0.21, 0.21, -0.63, -0.01, -0.21, -0.20, -0.22, 0.00, -0.64, 0.14, -0.43, 0.21, 0.24, 0.22, 0.21, 0.21, 0.21, 0.21, 0.22, 0.23, -0.16, -0.65, 0.21, 0.20, -0.59, 0.18, -0.26, 0.16, -0.33, -0.03, 0.39, 0.39, 0.25], "homo_ev": [-7.0, -7.3], "s2": 0.76, "de_lowest_ev": 0.1998, "charge": 0, "spin_multiplicity": 2}

> What is the formula in the second record?

C16H23Cl2NTeV

> charge of number 4 (C16H23ClN6Tc)?

0